The following is a quantum chemistry calculation of C28H34Cl4KN3O2P2Sb as an isolated structure, from the OMol25 dataset.

Net charge = -1
Frontier orbital gap = 5.7 eV
LUMO = 2.004 eV

Cartesian coordinates (Å):
1 K -0.2964 0.1065 0.7825
2 Cl -2.8553 6.1937 -1.1653
3 C -1.8938 4.9554 -0.4272
4 C -0.9515 5.2833 0.5274
5 Cl -0.7901 6.9207 1.0664
6 C -0.1415 4.2722 1.0622
7 Cl 0.9506 4.6807 2.3473
8 C -0.2321 2.9244 0.6833
9 O 0.5868 2.0191 1.1604
10 C -1.2943 2.5630 -0.2438
11 O -1.5240 1.3256 -0.5628
12 C -2.0584 3.6128 -0.7794
13 Cl -3.2438 3.2004 -1.9821
14 C 2.2523 1.6228 -1.3359
15 P 2.4449 0.7952 0.2967
16 C 3.5806 1.9320 1.1774
17 C 4.3153 1.4175 2.2477
18 C 5.2123 2.2130 2.9391
19 C 5.3844 3.5424 2.5734
20 C 4.6559 4.0623 1.5168
21 C 3.7572 3.2620 0.8230
22 C 3.8616 -0.3499 -0.2168
23 C 3.8000 -1.6643 0.2407
24 C 4.7988 -2.5866 -0.0462
25 C 5.8883 -2.2048 -0.8129
26 C 5.9695 -0.8989 -1.2813
27 C 4.9703 0.0139 -0.9808
28 H 1.4529 2.3608 -1.2779
29 H 1.9774 0.8607 -2.0666
30 H 3.1784 2.1043 -1.6469
31 H 4.1791 0.3799 2.5310
32 H 5.7789 1.7957 3.7633
33 H 6.0848 4.1685 3.1131
34 H 4.7696 5.1042 1.2431
35 H 3.1832 3.6852 0.0094
36 H 2.9507 -1.9613 0.8500
37 H 4.7283 -3.6008 0.3307
38 H 6.6732 -2.9169 -1.0373
39 H 6.8173 -0.5973 -1.8857
40 H 5.0692 1.0333 -1.3370
41 C 1.3839 -4.5154 0.9050
42 Sb -0.2279 -3.1747 0.3507
43 C 0.6634 -2.5410 -1.4955
44 C -1.3631 -4.7566 -0.5911
45 H 1.9402 -4.8152 0.0172
46 H 0.9765 -5.3984 1.3968
47 H 2.0596 -4.0140 1.5974
48 H 0.9145 -3.4099 -2.1023
49 H 1.5633 -1.9589 -1.2957
50 H -0.0531 -1.9174 -2.0326
51 H -0.6725 -5.5217 -0.9446
52 H -1.9190 -4.3501 -1.4361
53 H -2.0679 -5.2020 0.1101
54 C -5.1845 -2.3387 -1.1065
55 N -4.8087 -1.1029 -1.7774
56 C -5.7629 -0.0631 -1.4052
57 N -5.8766 0.1319 0.0364
58 C -6.2211 -1.1413 0.6522
59 N -5.2900 -2.2240 0.3459
60 C -3.9707 -1.9310 0.9208
61 P -3.1097 -0.3452 0.3315
62 C -3.4378 -0.6870 -1.4753
63 C -4.6437 0.6967 0.5913
64 H -4.4494 -3.1123 -1.3449
65 H -6.1624 -2.6511 -1.4873
66 H -6.7467 -0.3531 -1.7877
67 H -5.4624 0.8782 -1.8684
68 H -7.2117 -1.4420 0.2961
69 H -6.2613 -1.0092 1.7362
70 H -3.3096 -2.7764 0.7014
71 H -4.0701 -1.8756 2.0110
72 H -2.7443 -1.4621 -1.8219
73 H -3.2179 0.2306 -2.0221
74 H -4.4659 1.6682 0.1300
75 H -4.7806 0.8545 1.6649

=====

The following is a quantum chemistry calculation of C34H19F15GeKN3O2PS3 as an isolated structure, from the OMol25 dataset.

Spin multiplicity = 2
Net charge = -2
<S²> = 0.773
Frontier orbital gap (alpha / beta) = 3.5 / 6.6 eV
LUMO (alpha / beta) = 3.450 / 3.450 eV

Cartesian coordinates (Å):
1 K -0.2729 0.3199 0.2923
2 C 0.0049 5.3337 4.9326
3 C 0.0732 4.7695 3.5274
4 O 0.0631 3.3420 3.6294
5 P 0.8278 2.4445 2.5056
6 S 0.5332 0.5898 3.1146
7 S 0.3714 3.1439 0.7156
8 O 2.3718 2.9005 2.7180
9 C 3.2506 2.3057 3.6911
10 C 4.1991 1.3214 3.0327
11 H 0.0637 6.4267 4.9032
12 H 0.8368 4.9521 5.5289
13 H -0.9310 5.0427 5.4159
14 H 0.9679 5.1116 3.0129
15 H -0.7850 5.0843 2.9402
16 H 2.6762 1.8250 4.4825
17 H 3.8112 3.1340 4.1267
18 H 3.6404 0.4942 2.5950
19 H 4.8951 0.9242 3.7800
20 H 4.7702 1.8053 2.2380
21 N 7.6117 -1.0660 0.3363
22 C 8.9321 -0.6690 0.3279
23 C 10.1154 -1.3352 0.5938
24 C 11.3127 -0.6095 0.4748
25 C 11.2906 0.7318 0.0993
26 C 10.0921 1.3996 -0.1707
27 C 8.8868 0.6975 -0.0625
28 N 7.6011 1.1085 -0.2786
29 C 6.8161 0.0335 -0.0373
30 C 5.4194 -0.0476 -0.1494
31 C 4.6293 1.0712 -0.5705
32 C 3.2715 0.9476 -0.6803
33 N 2.5667 -0.1954 -0.4244
34 C 3.3126 -1.2497 -0.0192
35 C 4.6752 -1.2413 0.1333
36 H 7.2707 -1.9776 0.5656
37 H 10.1227 -2.3794 0.8917
38 H 12.2613 -1.0987 0.6706
39 H 12.2313 1.2680 0.0155
40 H 10.0850 2.4469 -0.4546
41 H 5.1192 2.0140 -0.7820
42 H 2.6777 1.8072 -0.9784
43 H 2.7592 -2.1621 0.2033
44 H 5.1624 -2.1486 0.4801
45 F -7.0913 2.1349 0.0844
46 C -6.2048 2.5293 1.0165
47 C -5.1412 1.7279 1.3800
48 C -4.2724 2.2463 2.3275
49 F -3.2269 1.5322 2.7326
50 C -4.4746 3.4744 2.9235
51 F -3.6691 3.9297 3.8732
52 C -5.5581 4.2365 2.5380
53 F -5.7704 5.4211 3.1003
54 C -6.4264 3.7696 1.5800
55 F -7.4746 4.5157 1.2148
56 Ge -4.6876 -0.0298 0.5548
57 S -3.0123 0.0827 -0.6896
58 C -6.4200 -0.6448 -0.2660
59 C -7.5425 -0.7861 0.5269
60 F -7.4972 -0.4479 1.8240
61 C -8.7614 -1.2249 0.0533
62 F -9.8208 -1.3323 0.8579
63 C -8.8839 -1.5448 -1.2781
64 F -10.0468 -1.9649 -1.7559
65 C -7.7991 -1.4157 -2.1106
66 F -7.9301 -1.7209 -3.4010
67 C -6.5875 -0.9676 -1.6043
68 F -5.6007 -0.8622 -2.4854
69 C -4.6390 -1.3544 2.0691
70 C -4.9539 -1.1460 3.3978
71 F -5.3668 0.0441 3.8440
72 C -4.8977 -2.1528 4.3443
73 F -5.2115 -1.9121 5.6172
74 C -4.5300 -3.4234 3.9689
75 F -4.4776 -4.3949 4.8685
76 C -4.2337 -3.6847 2.6528
77 F -3.9055 -4.9208 2.2847
78 C -4.2956 -2.6552 1.7347
79 F -4.0347 -2.9771 0.4650

=====

The following is a quantum chemistry calculation of one molecule with the formula C9H2O3, from the OMol25 dataset.

Frontier orbital gap (alpha / beta) = 7.5 / 7.5 eV
LUMO (alpha / beta) = -0.904 / -0.904 eV

Cartesian coordinates (Å):
1 C -1.8446 -1.0951 -1.0634
2 C 0.6241 -0.5984 -0.4814
3 C -0.5875 -0.7510 -0.4913
4 C 1.8346 0.0012 -0.0390
5 C 3.0223 -0.5094 -0.3922
6 C -2.8333 -1.7174 -0.3772
7 C -0.7707 2.1064 1.1636
8 C 1.5649 1.1400 0.8012
9 C 0.3213 1.6422 0.7591
10 O 4.0354 -1.0356 -0.7269
11 O -3.7201 -2.3496 0.1085
12 O -1.8566 2.5262 1.3307
13 H -2.0418 -0.8502 -2.1062
14 H 2.2521 1.4908 1.5147

=====

The following is a quantum chemistry calculation of C20H46OOsP4Se as an isolated structure, from the OMol25 dataset.

Spin multiplicity = 5
Net charge = +4
<S²> = 6.036
Frontier orbital gap (alpha / beta) = 6.2 / 5.8 eV
LUMO (alpha / beta) = -13.713 / -15.014 eV

Cartesian coordinates (Å):
1 Os -0.2032 0.6643 1.1388
2 P -0.1585 -0.6127 3.0004
3 P -2.2408 1.3080 0.9731
4 P 1.2027 2.4166 0.9705
5 H 1.9446 -1.7254 -1.2182
6 C 2.3353 -0.9040 -0.5992
7 C 2.0965 -0.9398 0.7486
8 H 1.6931 -1.8609 1.2294
9 C -0.5399 -2.3532 2.8496
10 C -1.3015 0.1143 4.2283
11 C 1.4136 -0.5947 3.9274
12 C -2.7142 1.5618 -0.7533
13 C -3.4086 0.0479 1.5484
14 C -2.5637 2.8315 1.8561
15 C 3.0329 2.1890 1.0069
16 C 0.9945 3.5919 2.3719
17 C 0.9801 3.5161 -0.4889
18 H 2.7558 0.0002 -1.0424
19 H 2.7677 -0.4004 1.4475
20 H 0.3683 -2.9335 2.6633
21 H -1.2100 -2.5147 2.0035
22 H -1.0068 -2.6850 3.7759
23 H -2.3147 -0.2253 4.0247
24 H -1.2745 1.2062 4.1687
25 H -0.9975 -0.1964 5.2299
26 H 2.0662 -1.3921 3.5688
27 H 1.1557 -0.7471 4.9790
28 H 1.9362 0.3600 3.8304
29 H -3.7330 1.9655 -0.7241
30 H -2.6863 0.5913 -1.2655
31 H -2.0374 2.2529 -1.2698
32 H -4.3817 0.3301 1.1396
33 H -3.4681 0.0263 2.6367
34 H -3.0960 -0.9261 1.1549
35 H -3.6461 2.9792 1.7930
36 H -2.0326 3.6500 1.3564
37 H -2.2427 2.7443 2.8997
38 H 3.5434 3.1636 1.0012
39 H 3.3784 1.6257 0.1335
40 H 3.3349 1.6549 1.9182
41 H 1.8113 4.3220 2.3320
42 H 1.0455 3.0496 3.3221
43 H 0.0359 4.1123 2.2840
44 H 1.8339 4.1964 -0.5979
45 H 0.0820 4.1301 -0.3720
46 H 0.8928 2.8809 -1.3806
47 C 1.3411 0.3636 -3.8294
48 C 2.4683 -0.4727 -4.0275
49 C 3.2879 -0.2938 -5.1463
50 C 2.9508 0.6455 -6.1332
51 C 1.7948 1.4338 -5.9646
52 C 0.9908 1.2733 -4.8467
53 Se 0.3351 0.3305 -2.2841
54 H 0.2623 1.2619 2.6413
55 H 2.6833 -1.2376 -3.2868
56 H 4.1961 -0.8922 -5.2467
57 H 3.5743 0.7636 -7.0215
58 H 1.5297 2.1829 -6.7140
59 H 0.0797 1.8456 -4.7146
60 C -2.7334 -4.1532 -0.3227
61 P -1.4151 -3.0717 -0.9245
62 C -1.8494 -2.6687 -2.6230
63 C 0.0605 -4.1110 -0.9578
64 O -1.2195 -1.8237 -0.0911
65 H -3.6365 -3.5604 -0.1441
66 H -2.4229 -4.6169 0.6203
67 H -2.9529 -4.9356 -1.0618
68 H -1.5887 -3.5242 -3.2551
69 H -2.9254 -2.4736 -2.6691
70 H -1.3055 -1.7649 -2.9209
71 H 0.9503 -3.5176 -0.7244
72 H -0.0499 -4.8945 -0.1967
73 H 0.1505 -4.5599 -1.9554

=====

The following is a quantum chemistry calculation of one molecule with the formula CHNP2S2, from the OMol25 dataset.

SMILES = [H]/N=P\C12SP1S2
Frontier orbital gap = 8.0 eV
LUMO = -0.737 eV

Cartesian coordinates (Å):
1 C -0.5088 0.7823 -0.7129
2 N 0.1801 -2.2791 0.5923
3 P 0.3357 -1.2517 -0.5500
4 P 0.9109 1.5211 0.2003
5 S -1.1469 1.5259 0.7316
6 S 0.2289 2.0132 -1.7968
7 H 0.0000 -2.3117 1.5354

=====

E_tot / eV: -129683.5923, -199534.8965, -15501.1647, -128459.2829, -42788.6120
F_max / Eh/bohr: 0.0780, 0.0170, 0.0807, 0.1032, 0.0781